1.
The following is a DFT calculation (ωB97M-V/def2-TZVPD) of a structure of composition C23H20I2N5OTi.

Geometry (Å):
Ti: -0.2015 0.2981 -0.2049
I: 6.3447 -3.3624 1.3083
C: 4.7376 -2.1677 0.7949
C: 4.9384 -1.0244 0.0251
C: 3.8669 -0.2128 -0.3281
I: 4.1394 1.4766 -1.4977
C: 2.6104 -0.5772 0.1191
O: 1.4995 0.1740 -0.2235
C: 2.3708 -1.7119 0.8884
C: 0.9822 -2.0260 1.3656
N: -0.0756 -1.7774 0.3117
C: 0.1738 -2.5259 -0.9570
C: -0.4863 -1.8431 -2.1270
C: -0.7632 -2.4911 -3.3122
C: -1.3054 -1.7703 -4.3697
C: -1.5751 -0.4132 -4.2172
C: -1.2923 0.1789 -3.0100
N: -0.7524 -0.5210 -1.9856
C: 3.4513 -2.5143 1.2152
H: 5.9354 -0.7658 -0.3058
H: 0.7037 -1.4064 2.2253
H: 0.9222 -3.0671 1.6854
H: -0.9492 -2.1143 0.7109
H: -0.1655 -3.5582 -0.8609
H: 1.2522 -2.5540 -1.1280
H: -0.5528 -3.5480 -3.4111
H: -1.5208 -2.2658 -5.3079
H: -2.0017 0.1726 -5.0190
H: -1.4965 1.2298 -2.8348
H: 3.3010 -3.4075 1.8087
N: -1.2326 2.1840 2.3556
C: -2.0909 1.1203 2.1533
C: -3.1332 0.9163 3.0654
C: -4.0437 -0.0821 2.8330
C: -3.9265 -0.8611 1.6717
C: -2.8661 -0.6335 0.8485
N: -1.9080 0.3149 1.0920
C: -0.5992 2.9191 1.3708
C: -0.3104 4.2675 1.5806
C: 0.3194 4.9781 0.5850
C: 0.6660 4.3452 -0.6168
C: 0.3760 3.0201 -0.7457
N: -0.2511 2.3042 0.2310
H: -1.3966 2.6942 3.2128
H: -3.2265 1.5677 3.9245
H: -4.8610 -0.2447 3.5236
H: -4.6537 -1.6211 1.4249
H: -2.7496 -1.2044 -0.0659
H: -0.5968 4.7424 2.5096
H: 0.5436 6.0267 0.7328
H: 1.1669 4.8752 -1.4135
H: 0.6826 2.4666 -1.6315

Cartesian forces, eV/Å:
Ti -0.4 0.2 0.1
I 0.0 0.0 0.0
C -0.1 0.0 0.0
C 0.0 0.0 0.0
C 0.1 -0.1 0.0
I 0.0 0.0 0.0
C -0.1 0.1 0.0
O 0.3 -0.2 0.0
C 0.1 0.0 0.0
C -0.1 0.0 0.0
N 0.1 -0.1 0.0
C 0.0 0.0 0.0
C 0.0 0.0 0.0
C 0.0 0.0 0.0
C 0.0 0.0 0.0
C 0.0 0.0 0.0
C 0.0 0.0 0.0
N 0.0 0.0 -0.1
C 0.0 0.0 0.0
H 0.0 0.0 0.0
H 0.0 0.0 0.0
H 0.0 0.0 0.0
H 0.0 0.0 0.0
H 0.0 0.0 0.0
H 0.0 0.0 0.0
H 0.0 0.0 0.0
H 0.0 0.0 0.0
H 0.0 0.0 0.0
H 0.0 0.0 0.0
H 0.0 0.0 0.0
N 0.0 0.0 0.0
C 0.0 0.0 0.0
C 0.0 0.0 0.0
C 0.0 0.0 0.0
C 0.0 0.0 0.0
C 0.0 -0.1 0.0
N 0.0 0.0 0.0
C 0.0 0.0 0.0
C 0.0 0.0 0.0
C 0.0 0.0 0.0
C 0.0 0.0 0.0
C 0.1 0.0 0.0
N 0.0 0.0 0.0
H 0.0 0.0 0.0
H 0.0 0.0 0.0
H 0.0 0.0 0.0
H 0.0 0.0 0.0
H 0.0 0.0 0.0
H 0.0 0.0 0.0
H 0.0 0.0 0.0
H 0.0 0.0 0.0
H 0.0 0.0 0.0

Computed properties:
2S+1   1
Strongest force on any atom   0.4 eV Å⁻¹
HOMO-LUMO gap   0.175 hartree
E   -2681.5054 Eh
Charge   +3

=====

2.
The following is a DFT calculation (ωB97M-V/def2-TZVPD) of a cluster of 2 separate species, C3H6O in total in a non-equilibrium geometry.

Geometry (Å):
C: 0.4967 1.0788 1.1319
C: -0.6536 1.2403 0.3848
H: 0.8539 0.1284 1.5098
H: 1.1527 1.9181 1.3650
H: -1.3452 0.4606 0.0813
H: -0.9763 2.2321 0.0968
O: 0.0243 -1.4890 0.0088
C: 0.1201 -1.7599 -1.1635
H: -0.3252 -2.6945 -1.5432
H: 0.6526 -1.1149 -1.8715

Cartesian forces, eV/Å:
C 0.9 -0.3 0.4
C -0.9 0.3 -0.2
H -0.5 -0.1 0.0
H -0.3 0.0 -0.3
H 0.4 -0.2 0.3
H 0.2 0.2 0.0
O 0.1 0.5 -0.3
C -0.1 -0.6 0.2
H 0.1 0.1 0.0
H 0.0 0.1 -0.1

Computed properties:
2S+1   2
Strongest force on any atom   1.0 eV Å⁻¹
HOMO-LUMO gap (alpha / beta)   0.390 / 0.194 hartree
E   -192.7146 Eh
Charge   +1

=====

Question: Look up the strongest force on any atom of the second one.
Answer: 1.0 eV Å⁻¹